{"formula": "C6H35N2O12", "method": "ωB97M-V/def2-TZVPD", "e_tot_ev": -34337.1813, "spin_multiplicity": 2, "e_above_lowest_kcal_mol": 0.9, "s_squared": 0.76, "charge": 0, "orbital_gap_ev": [2.5841, 7.1478], "homo_energy_ev": [-2.13, -6.78], "lumo_energy_ev": [0.457, 0.372], "elements": ["C", "C", "C", "C", "C", "N", "C", "N", "H", "H", "H", "H", "H", "H", "H", "H", "H", "H", "H", "H", "H", "O", "H", "H", "O", "H", "H", "O", "H", "H", "O", "H", "H", "O", "H", "H", "O", "H", "H", "O", "H", "H", "O", "H", "H", "O", "H", "H", "O", "H", "H", "O", "H", "H", "O"], "positions_angstrom": [[0.70949, -2.65212, -2.41953], [-0.25350, -1.70922, -3.12407], [-0.91841, -0.84592, -2.06065], [-0.10339, 0.21520, -1.45413], [1.02110, 0.82723, -1.93666], [1.59278, 1.54737, -0.91191], [0.74487, 1.60162, 0.10086], [-0.24335, 0.69796, -0.15410], [0.42317, -2.89029, -1.38050], [0.64713, -3.67685, -2.76135], [1.68727, -2.20953, -2.48756], [-1.11772, -2.28005, -3.65696], [0.24180, -1.08293, -3.87473], [-1.30590, -1.50470, -1.21473], [-1.92885, -0.57972, -2.43650], [1.69207, 0.69189, -2.78786], [2.55680, 1.85214, -0.97274], [0.89167, 2.08419, 1.07895], [-1.05910, 0.49124, 0.46057], [-1.99421, -0.40868, 2.29778], [-1.57707, 1.03416, 2.29656], [-1.19832, 0.14254, 2.23205], [-1.74378, -2.82375, 2.15958], [-2.48840, -3.04353, 3.41145], [-2.24722, -2.32250, 2.81841], [-3.97148, 0.53341, 1.28993], [-4.52414, -0.88579, 1.15194], [-3.73114, -0.39830, 1.39781], [1.03246, -4.38428, 2.61520], [1.16336, -3.42657, 1.36623], [0.53698, -3.85126, 1.99030], [-1.69733, 2.18085, -2.18866], [-2.91992, 3.21451, -2.12066], [-2.29505, 2.68586, -1.62111], [3.29929, -2.65730, 1.08185], [2.10774, -1.61460, 1.22389], [2.46290, -2.37139, 0.70446], [0.46595, -0.37826, 2.44616], [0.75028, -1.73112, 3.05439], [1.21877, -0.97981, 2.66796], [3.55481, -1.13514, -1.06721], [4.54336, -0.84791, -2.05307], [3.69164, -0.46954, -1.78840], [4.27719, 1.52374, 1.32542], [3.35715, 1.09679, 2.45909], [3.43723, 1.08452, 1.49795], [-2.87043, 2.93933, 0.32753], [-4.34869, 2.55077, 0.02394], [-3.65279, 2.50411, 0.68512], [-0.75173, 1.22432, -4.54507], [-0.29007, 2.55053, -4.08013], [-0.57469, 1.69211, -3.71449], [-0.42651, 3.62522, 2.80459], [1.03791, 3.22884, 3.17564], [0.34361, 3.11671, 2.51268]], "lowdin_spin": [0.0015, 0.0030, 0.0102, 0.0298, 0.0009, 0.1741, 0.3810, 0.1936, 0.0004, 0.0002, 0.0006, 0.0005, 0.0016, 0.0030, 0.0027, 0.0005, 0.0048, 0.0378, 0.0029, 0.0002, 0.0020, 0.0037, 0.0008, 0.0002, 0.0011, 0.0007, 0.0002, 0.0013, 0.0001, 0.0001, 0.0007, 0.0041, 0.0034, 0.0267, 0.0001, 0.0001, 0.0003, 0.0009, 0.0002, 0.0034, 0.0003, 0.0006, 0.0042, 0.0010, 0.0001, 0.0076, 0.0056, 0.0020, 0.0085, 0.0071, 0.0081, 0.0223, 0.0034, 0.0021, 0.0281]}